[1]
C41H55Br16ClF4O2 | ωB97M-V/def2-TZVPD

Each line ends with the Mulliken charge.
Geometry (Å):
C (0.448, 6.762, 0.068)  -1.34
C (-0.370, 5.764, -0.793)  -0.01
C (-0.827, 4.536, 0.048)  -0.46
Cl (0.284, 4.195, 1.468)  -0.19
C (-0.900, 3.236, -0.751)  0.52
C (0.311, 2.707, -1.182)  -0.41
C (0.329, 1.510, -1.871)  -1.40
C (-0.862, 0.864, -2.122)  0.77
C (-2.074, 1.403, -1.726)  0.08
C (-2.112, 2.617, -1.025)  -0.46
C (-3.471, 3.157, -0.599)  -1.61
C (-4.218, 2.269, 0.428)  2.43
C (-5.741, 2.351, 0.150)  -1.75
C (-3.868, 2.654, 1.894)  -1.56
C (-3.335, 0.618, -2.044)  0.00
O (-4.362, 1.108, -2.467)  -0.58
C (-3.184, -0.872, -1.818)  0.53
C (-4.167, -1.616, -1.233)  -0.34
C (-3.933, -2.960, -1.032)  -0.03
F (-4.867, -3.711, -0.434)  -0.38
C (-2.755, -3.529, -1.448)  -0.79
C (-1.757, -2.782, -2.054)  1.39
C (-0.451, -3.393, -2.561)  0.23
C (0.101, -4.579, -1.744)  -0.39
C (0.962, -4.168, -0.584)  0.35
F (1.093, -5.066, 0.426)  -0.34
C (1.630, -3.017, -0.455)  0.37
F (2.268, -2.388, -1.424)  -0.17
F (1.736, -2.417, 0.728)  -0.27
C (-1.965, -1.415, -2.222)  -0.40
C (-0.939, -0.476, -2.826)  -0.24
O (-0.258, -0.750, -3.796)  -0.62
H (-0.002, 6.948, 1.047)  0.36
H (1.476, 6.399, 0.151)  0.32
H (0.452, 7.732, -0.452)  0.39
H (0.245, 5.392, -1.618)  0.05
H (-1.284, 6.276, -1.117)  0.28
H (-1.801, 4.699, 0.512)  0.43
H (1.248, 3.216, -0.979)  1.01
H (1.279, 1.080, -2.195)  0.35
H (-3.429, 4.187, -0.220)  0.78
H (-4.080, 3.223, -1.508)  0.55
H (-3.953, 1.204, 0.347)  -0.87
H (-6.149, 3.266, 0.597)  0.44
H (-5.972, 2.298, -0.918)  0.37
H (-6.215, 1.475, 0.617)  0.31
H (-4.083, 1.769, 2.508)  0.39
H (-4.446, 3.529, 2.211)  0.34
H (-2.782, 2.821, 1.920)  0.30
H (-5.103, -1.138, -0.947)  0.47
H (-2.640, -4.598, -1.273)  0.29
H (0.340, -2.642, -2.613)  0.43
H (-0.631, -3.712, -3.602)  -0.72
H (-0.688, -5.268, -1.422)  0.37
H (0.732, -5.171, -2.433)  0.09
Br (-1.352, -4.026, 3.156)  -0.15
C (-0.535, -2.256, 3.117)  -0.07
C (-1.581, -1.184, 3.033)  -0.18
Br (-2.325, -1.056, 1.233)  0.09
H (0.151, -2.245, 2.284)  -0.16
H (0.025, -2.175, 4.047)  0.51
H (-1.150, -0.205, 3.237)  0.46
H (-2.416, -1.354, 3.706)  -0.32
Br (2.531, 4.604, -3.190)  0.04
C (4.045, 3.713, -4.012)  -0.64
C (3.781, 2.237, -4.093)  -0.64
Br (4.018, 1.402, -2.348)  -0.08
H (4.928, 3.959, -3.429)  0.40
H (4.138, 4.153, -5.004)  0.30
H (4.499, 1.745, -4.746)  0.43
H (2.774, 2.005, -4.428)  0.36
Br (-2.126, -4.458, 7.406)  -0.15
C (-3.911, -3.710, 7.200)  -0.55
C (-4.034, -2.922, 5.925)  -0.17
Br (-3.177, -1.182, 6.069)  -0.11
H (-4.109, -3.117, 8.088)  0.42
H (-4.580, -4.569, 7.181)  0.36
H (-5.079, -2.706, 5.707)  0.28
H (-3.587, -3.422, 5.071)  -0.05
Br (6.193, 1.994, 1.303)  -0.15
C (6.769, 0.188, 1.754)  -0.29
C (6.610, -0.747, 0.586)  -0.52
Br (4.749, -1.256, 0.336)  -0.12
H (6.198, -0.118, 2.624)  0.07
H (7.817, 0.283, 2.027)  0.34
H (7.138, -1.680, 0.771)  0.29
H (6.951, -0.319, -0.352)  0.37
Br (5.102, 7.449, -5.100)  -0.14
C (4.548, 9.096, -4.221)  -0.57
C (3.819, 8.817, -2.934)  -0.59
Br (1.999, 8.218, -3.262)  -0.14
H (3.948, 9.649, -4.937)  0.36
H (5.471, 9.639, -4.027)  0.35
H (3.719, 9.727, -2.346)  0.35
H (4.300, 8.051, -2.332)  0.36
Br (2.200, -7.150, -4.889)  -0.15
C (2.455, -5.698, -6.160)  -0.59
C (1.896, -4.404, -5.635)  -0.54
Br (-0.045, -4.361, -5.764)  -0.13
H (1.997, -6.011, -7.094)  0.37
H (3.532, -5.621, -6.294)  0.37
H (2.239, -3.565, -6.236)  0.43
H (2.147, -4.226, -4.592)  0.23
Br (-4.924, -5.628, 3.787)  -0.14
C (-6.672, -4.790, 3.624)  -0.57
C (-6.775, -3.984, 2.356)  -0.66
Br (-5.816, -2.296, 2.518)  -0.10
H (-6.822, -4.190, 4.517)  0.32
H (-7.385, -5.612, 3.619)  0.40
H (-7.810, -3.709, 2.161)  0.40
H (-6.368, -4.498, 1.490)  0.35
Br (5.441, -1.010, 5.361)  -0.14
C (6.065, -2.846, 5.199)  -0.62
C (7.551, -2.947, 5.427)  -0.53
Br (8.553, -2.324, 3.878)  -0.13
H (5.762, -3.197, 4.217)  0.37
H (5.524, -3.400, 5.963)  0.35
H (7.847, -3.985, 5.559)  0.34
H (7.891, -2.364, 6.277)  0.37

Summary:
strongest force on any atom: 1.67 eV/Å
HOMO level: -8.855 eV
E_tot: -1191576.754 eV
Kohn-Sham gap: 8.628 eV
lowest unoccupied orbital energy: -0.23 eV
structure (SMILES): CC[C@H](Cl)c1ccc2c(c1CC(C)C)C(=O)c1cc(F)cc(CCC(F)=C(F)F)c1C2=O.BrCCBr.BrCCBr.BrCCBr.BrCCBr.BrCCBr.BrCCBr.BrCCBr.BrCCBr

=====

[2]
C41H56ClLaN3O6P3S2 | ωB97M-V/def2-TZVPD

Each line ends with the Mulliken charge.
Geometry (Å):
La (0.161, 0.485, -0.371)  0.52
C (-2.313, 1.954, -5.319)  -1.69
C (-2.265, 1.542, -3.844)  0.73
C (-3.552, 0.811, -3.468)  -1.30
P (-0.728, 0.674, -3.259)  1.01
C (0.630, 1.401, -4.279)  0.38
C (0.781, 2.889, -3.971)  -1.58
C (1.944, 0.674, -4.024)  -1.45
C (-0.829, -1.078, -3.713)  0.65
C (-1.615, -1.566, -4.758)  -0.59
C (-1.767, -2.920, -4.992)  -1.11
C (-1.119, -3.813, -4.144)  -0.77
C (-0.318, -3.354, -3.122)  -0.06
C (-0.121, -1.981, -2.887)  -1.71
N (0.723, -1.545, -1.854)  1.62
C (1.909, -2.289, -1.744)  -1.02
C (2.520, -2.828, -2.896)  -0.07
C (3.664, -3.592, -2.835)  -1.01
C (4.278, -3.853, -1.613)  -1.14
C (3.737, -3.276, -0.483)  -0.43
C (2.588, -2.479, -0.519)  0.66
P (2.089, -1.508, 0.935)  0.81
C (1.442, -2.692, 2.190)  0.92
C (-0.004, -3.013, 1.809)  -1.51
C (2.215, -3.995, 2.378)  -1.67
C (3.649, -0.760, 1.606)  1.91
C (4.531, -1.586, 2.538)  -1.85
C (4.465, -0.133, 0.482)  -1.66
H (-3.207, 2.555, -5.495)  0.50
H (-2.367, 1.095, -5.988)  0.25
H (-1.459, 2.553, -5.622)  0.39
H (-2.237, 2.468, -3.253)  0.24
H (-3.670, -0.120, -4.024)  0.30
H (-4.405, 1.448, -3.706)  0.55
H (-3.604, 0.577, -2.408)  0.05
H (0.364, 1.264, -5.334)  0.73
H (1.059, 3.050, -2.926)  0.15
H (-0.132, 3.460, -4.135)  0.35
H (1.562, 3.318, -4.599)  0.55
H (2.276, 0.778, -2.984)  0.15
H (2.729, 1.105, -4.648)  0.56
H (1.880, -0.392, -4.234)  0.28
H (-2.128, -0.868, -5.403)  0.18
H (-2.381, -3.271, -5.808)  0.45
H (-1.240, -4.880, -4.283)  0.43
H (0.183, -4.067, -2.480)  0.55
H (2.064, -2.654, -3.861)  0.44
H (4.085, -3.985, -3.752)  0.42
H (5.168, -4.462, -1.550)  0.45
H (4.230, -3.429, 0.470)  0.22
H (1.450, -2.113, 3.123)  0.14
H (-0.035, -3.487, 0.825)  0.16
H (-0.637, -2.121, 1.787)  0.04
H (-0.440, -3.714, 2.521)  0.70
H (2.219, -4.571, 1.450)  0.29
H (1.719, -4.604, 3.136)  0.51
H (3.248, -3.857, 2.686)  0.36
H (3.253, 0.065, 2.208)  -0.56
H (5.075, -2.379, 2.022)  0.26
H (3.967, -2.034, 3.355)  0.33
H (5.278, -0.930, 2.991)  0.52
H (4.986, -0.887, -0.107)  0.32
H (5.203, 0.550, 0.905)  0.48
H (3.847, 0.453, -0.208)  0.23
O (-4.495, 4.658, 0.186)  -0.61
C (-4.955, 3.497, 0.624)  0.33
O (-6.007, 3.391, 1.198)  -0.62
C (-4.117, 2.290, 0.356)  0.88
C (-4.502, 0.985, 0.637)  -0.47
Cl (-5.951, 0.349, 1.245)  -0.14
N (-3.502, 0.159, 0.263)  -0.10
N (-2.483, 0.861, -0.265)  1.41
C (-2.835, 2.136, -0.206)  -0.77
C (-1.819, 3.142, -0.662)  1.07
O (-2.166, 4.313, -0.832)  -0.94
O (-0.658, 2.664, -0.837)  -0.30
C (-3.382, -1.258, 0.382)  -0.44
C (-3.636, -1.858, 1.604)  -0.44
C (-3.505, -3.234, 1.705)  -0.83
C (-3.094, -3.982, 0.611)  -0.74
C (-2.807, -3.357, -0.593)  -0.44
C (-2.961, -1.983, -0.721)  0.25
H (-3.628, 4.566, -0.311)  0.40
H (-3.929, -1.263, 2.457)  0.50
H (-3.708, -3.712, 2.653)  0.40
H (-2.978, -5.052, 0.701)  0.42
H (-2.465, -3.926, -1.446)  0.45
H (-2.757, -1.492, -1.664)  0.35
C (0.482, 5.335, 4.460)  -1.66
C (0.474, 4.489, 3.207)  0.43
C (-0.726, 4.728, 2.321)  -0.53
O (0.474, 3.105, 3.667)  0.08
P (0.815, 1.835, 2.778)  0.76
S (1.886, 2.311, 1.174)  -0.66
S (-0.871, 0.855, 2.392)  -0.57
O (1.767, 0.975, 3.722)  -0.25
C (1.663, 0.754, 5.153)  0.76
C (2.323, 1.895, 5.897)  -1.52
C (0.250, 0.474, 5.611)  -1.39
H (0.496, 6.389, 4.186)  0.45
H (1.357, 5.130, 5.073)  0.40
H (-0.415, 5.148, 5.051)  0.31
H (1.399, 4.631, 2.642)  0.33
H (-1.647, 4.491, 2.853)  0.31
H (-0.666, 4.131, 1.415)  -0.34
H (-0.759, 5.775, 2.021)  0.50
H (2.265, -0.152, 5.288)  0.39
H (1.716, 2.795, 5.861)  0.17
H (3.301, 2.111, 5.469)  0.34
H (2.463, 1.614, 6.940)  0.52
H (-0.397, 1.341, 5.484)  0.25
H (0.279, 0.226, 6.672)  0.51
H (-0.187, -0.362, 5.068)  0.25

Summary:
strongest force on any atom: 0.64 eV/Å
HOMO level: -7.137 eV
E_tot: -123109.573 eV
Kohn-Sham gap: 7.356 eV
ΔE to the lowest compared entry with this formula, charge and spin: 0.0 kJ/mol
lowest unoccupied orbital energy: 0.22 eV